Record 1
ORCA calculation (ωB97M-V/def2-TZVPD) on one molecule with the formula C18H14N2O4 at a distorted geometry.

CARTESIAN COORDINATES (ANGSTROEM)
C -4.388544 0.039675 -0.055100
C 4.793973 -0.498867 0.203209
O -4.475486 -2.376023 -0.240442
H 0.169286 0.675589 0.173793
O 6.074345 -0.025211 0.163156
C 5.992672 1.275308 -0.380832
C -3.803661 -1.203117 -0.127853
H -3.615144 4.572760 0.306396
H -6.241373 -1.783557 -1.155531
H 2.545563 -2.882652 0.858757
H -1.161433 4.132264 0.357374
C 4.332371 -1.720672 0.631284
H 5.005815 -2.472055 1.007003
C -3.247203 3.560224 0.244573
N -1.345340 2.117883 0.204887
H 6.585570 1.324387 -1.308165
C 2.569169 0.272273 -0.372407
C -2.397123 -1.341236 -0.087591
O 0.267606 -2.487003 -0.026992
O 4.644237 1.579631 -0.663846
C -1.865960 3.314640 0.273903
H 1.933038 1.034742 -0.790899
C -4.103492 2.496598 0.136893
C -3.582045 1.188266 0.059087
C 2.962009 -1.936936 0.548565
C -2.171254 1.061056 0.099926
C -1.589216 -0.241355 0.024491
C -5.880855 -2.347066 -0.288770
H -1.977523 -2.331118 -0.145823
H -5.174592 2.642445 0.110443
H -6.194578 -3.385659 -0.378935
N -0.205775 -0.262134 0.069053
H -5.458842 0.171309 -0.083092
C 0.638414 -1.331732 0.025727
H -6.305381 -1.918812 0.625092
H 6.391836 2.003221 0.343504
C 3.923274 0.474421 -0.295879
C 2.086312 -0.967911 0.071226

Forces on atoms 1 to 3 (eV/Å):
C -0.32 -0.50 -0.05
C -0.52 0.32 -0.20
O 0.40 0.05 0.02

- Frontier orbital gap: 8.278 eV
- Highest occupied orbital energy: -8.0 eV
- Energy relative to the best compared isomer or geometry (same formula, charge and spin): 0.0 kcal per mole
- Structure (SMILES): COc1cc(NC(=O)c2ccc3c(c2)OCO3)c2ncccc2c1

=====

Record 2
ORCA calculation (ωB97M-V/def2-TZVPD) on C18H14N3O6Pd as an isolated structure.

CARTESIAN COORDINATES (ANGSTROEM)
C -5.620191 -0.834407 -2.491852
H -7.687357 -0.720104 -1.928092
H 3.124955 3.182475 0.209945
C -5.077123 0.029900 0.090935
C -4.306947 -0.658742 -2.083039
H -1.344693 5.173365 -0.685442
O 6.743932 -0.239484 -0.655562
O 6.713326 -0.344475 1.604623
N 0.498418 4.440486 0.160027
C 3.909794 -0.438771 1.606012
O 2.108773 -0.605016 3.859363
C 3.981526 -0.344677 -0.773608
O -1.673349 -0.311818 -1.137821
N 0.151414 2.304764 -0.090374
O 0.463038 0.179789 2.567369
C -2.613526 -0.029282 -0.347721
C -0.739730 4.321555 -0.435611
H -7.202098 0.044992 0.371101
H 4.406171 -0.475932 2.565321
C 2.601163 -0.336140 -0.779584
C -0.939560 2.990291 -0.584172
H -5.833202 -1.172475 -3.498117
C 6.213840 -0.309050 0.468947
C -6.389829 -0.149322 -0.317815
C -6.661664 -0.580258 -1.609281
C 1.654205 -0.282307 2.777769
C 2.529090 -0.396688 1.530058
H 2.454176 1.928412 1.248051
Pd -0.175784 0.226183 0.561229
C 2.347235 2.966222 0.944575
O -2.395487 0.432842 0.805151
C 1.000654 3.202793 0.364031
H -3.477275 -0.855406 -2.748350
N 1.890853 -0.345965 0.351098
H 0.967618 5.294122 0.404342
C -4.033340 -0.224721 -0.791068
H 4.561003 -0.306268 -1.685887
H 2.026768 -0.305142 -1.698160
H 2.510594 3.594974 1.819952
H -4.837550 0.364899 1.090894
C 4.661835 -0.381092 0.438890
H -1.781779 2.471478 -1.005425

Forces on atoms 1 to 3 (eV/Å):
C 0.00 0.00 -0.01
H 0.00 0.00 0.00
H 0.00 -0.01 0.00

- Frontier orbital gap (spin up / spin down): 7.543 / 6.744 eV
- Net charge: -1
- Expectation value of S²: 2.00
- Highest occupied orbital energy (spin up / spin down): -5.3 / -5.3 eV
- Energy relative to the best compared isomer or geometry (same formula, charge and spin): 5.1 kcal per mole
- 2S+1: 3

=====

Record 3
ORCA calculation (ωB97M-V/def2-TZVPD) on one molecule with the formula C18H14N6O at a distorted geometry.

CARTESIAN COORDINATES (ANGSTROEM)
N 1.176054 -2.250081 4.489099
C -4.383442 2.144428 -2.136954
H 4.039984 -0.673798 4.851684
C 1.214668 -1.666883 0.905843
C -3.021063 1.773371 -2.164854
C -4.748291 3.448334 -1.957620
C -2.613289 0.442227 -2.348323
C -2.035440 2.782811 -2.001084
H -1.689010 4.881984 -1.694125
C 3.223375 -1.241346 5.292264
N 2.094634 -0.891017 -0.978016
H -5.792737 3.724319 -1.938629
C 2.427346 -1.306664 2.932807
H -5.131610 1.374791 -2.261050
H 0.277373 -2.727263 -2.765402
C -1.279071 0.101981 -2.374886
H 2.715828 -0.644039 6.050192
O -1.002645 -1.219731 -2.581800
C -2.445590 4.119563 -1.817137
H 4.116349 0.012558 0.512467
H -3.350640 -0.335599 -2.472906
H -4.080850 5.471498 -1.657230
H 0.075409 3.170421 -1.909135
C 0.331446 -1.661521 -2.520762
C 0.545669 -2.420725 3.348989
H 0.747274 0.853820 -2.234442
C -0.679233 2.406032 -2.031570
N 2.305795 -1.581943 4.244766
C 0.944174 -1.509063 -1.167924
H 3.608215 -2.147810 5.761171
C 1.282317 -1.843797 2.297002
C -0.301729 1.104388 -2.215026
C 3.341655 -0.504563 1.057506
N 3.442768 -0.646518 2.335188
N 2.294247 -0.980072 0.342813
C -3.772180 4.445647 -1.796646
H 0.966661 -1.153677 -3.258004
H -0.391694 -2.935445 3.307265
N 0.375028 -1.997394 -0.046730

Forces on atoms 1 to 3 (eV/Å):
N -0.39 -0.32 0.60
C -0.21 0.15 0.02
H -0.03 -0.02 0.04

- Frontier orbital gap: 8.120 eV
- Highest occupied orbital energy: -7.9 eV
- Energy relative to the best compared isomer or geometry (same formula, charge and spin): 0.0 kcal per mole
- Structure (SMILES): Cn1ncc2c1ncn1nc(COc3ccc4ccccc4c3)nc21

=====

Record 4
ORCA calculation (ωB97M-V/def2-TZVPD) on C18H15AuBrN4O5S as an isolated structure.

CARTESIAN COORDINATES (ANGSTROEM)
H -3.893945 -2.212273 4.090175
H -2.042190 -1.588463 5.678410
N -1.473467 -1.500735 1.911788
H -3.404134 -2.103165 1.630060
C -1.223821 1.384404 -2.631752
C -1.884610 -1.569963 4.608604
C 2.479404 1.736373 -1.133278
H -3.212384 0.337690 -5.155423
O -1.329806 -1.532821 0.580352
C -0.447243 3.115344 0.766466
N -3.420815 -3.055672 -3.163378
N 1.334448 1.809856 -0.469655
O -4.209927 -5.019263 -2.379581
O -0.750909 4.280607 1.018855
H 1.289485 5.062081 0.211585
C -2.472436 -0.854660 -3.549910
H -5.063944 -4.030811 -4.004151
Br 2.994608 0.039465 -1.783229
C 3.295348 2.827156 -1.367339
C -4.089318 -4.270356 -3.569338
C -0.441794 -1.137839 2.715196
S 1.071551 -0.669126 2.038100
C -3.170370 -2.082129 -4.061392
H -0.732676 2.254058 -2.213229
C -2.917807 -1.917394 3.736259
C 1.678343 4.138630 -0.189589
Au 0.025605 0.074352 -0.016139
C -1.676962 -0.859483 -2.418578
H 3.487149 4.932297 -1.034625
O -1.068929 2.045298 0.943520
C -2.612256 0.332832 -4.254990
H -3.233325 -2.948387 -2.180237
C 2.876808 4.052177 -0.876160
H -1.506005 -1.756868 -1.836598
C -0.672612 -1.183038 4.098747
N -1.062187 0.238790 -1.974924
O -3.499575 -2.176045 -5.231995
C -1.986057 1.472084 -3.785279
H -3.489520 -4.787865 -4.323023
C 0.918100 2.995255 0.004515
H 4.219525 2.708638 -1.912218
H -4.621012 -5.863132 -2.582183
H 0.141431 -0.883343 4.742618
C -2.679144 -1.865132 2.392201
H -2.086448 2.420952 -4.292117

Forces on atoms 1 to 3 (eV/Å):
H 0.00 0.00 0.01
H 0.01 0.00 0.00
N 0.07 -0.06 -0.11

- Frontier orbital gap (spin up / spin down): 7.576 / 7.116 eV
- Expectation value of S²: 0.76
- Highest occupied orbital energy (spin up / spin down): -7.6 / -8.0 eV
- Energy relative to the best compared isomer or geometry (same formula, charge and spin): 15.4 kcal per mole
- 2S+1: 2

=====

Record 5
ORCA calculation (ωB97M-V/def2-TZVPD) on C18H15BF4N4O4ScSe3Te as an isolated structure.

CARTESIAN COORDINATES (ANGSTROEM)
Sc 0.360029 0.021067 0.355224
Se 1.795123 -1.095531 3.496262
C 1.909251 0.274945 -5.245059
H -2.556386 -5.277667 -1.609925
H -3.738502 0.194100 -2.847027
F 0.076457 3.140685 -1.476061
O -2.537860 -2.796172 -0.977759
C -2.874443 0.368491 0.852951
C 0.885296 0.381299 -4.322258
H 1.674244 0.533929 -6.271750
C -4.215988 0.344606 0.488492
C 0.775373 -2.556278 0.088870
O 4.128652 0.063117 -7.089448
F -1.677728 3.111985 -0.004073
H 3.229645 0.391549 -7.201231
N 0.097118 0.145992 -1.986805
O 5.415562 -0.685748 -5.461668
H -2.963656 -5.274882 0.102922
F 0.201386 4.331671 0.499692
H 0.268154 -5.882978 0.211510
H -0.077095 0.738067 -4.657574
O 1.600269 -1.603844 0.287706
C 2.382827 -0.342997 -2.582658
N -1.901434 0.320793 -0.044277
B -0.301525 3.244603 -0.145528
Se -0.440306 -0.816803 2.761397
C -4.549076 0.279911 -0.846677
C -2.224281 0.260613 -1.341030
C -2.149662 -5.407438 -0.609050
C -3.528916 0.246091 -1.787642
C 3.177345 -0.147476 -4.852742
H -1.440668 0.178876 -3.366429
Te 2.797169 1.151710 2.922544
C -1.416422 -3.083842 -0.575595
H 4.389084 -0.766301 -3.209244
H -5.584655 0.254987 -1.158974
C 1.120474 0.065774 -2.987475
H 2.097652 -4.209210 0.658137
C 4.336807 -0.288148 -5.795654
N -0.435812 -2.185601 -0.321419
H -2.564958 0.439069 1.887973
N -1.097002 -4.436954 -0.367514
C 0.137001 -4.818204 0.068040
H -1.731243 -6.406741 -0.506708
Se 3.362170 0.974969 0.506250
F 0.294981 2.008853 0.525711
C -1.123462 0.200742 -2.324967
C 1.120748 -3.929865 0.301057
C 3.401887 -0.451399 -3.517007
H 2.576830 -0.571992 -1.543108
H -4.972454 0.377675 1.259799

Forces on atoms 1 to 3 (eV/Å):
Sc 0.68 -0.22 0.60
Se -0.17 0.13 0.06
C -0.09 -0.02 0.06

- Frontier orbital gap: 4.680 eV
- Net charge: -1
- Highest occupied orbital energy: -3.6 eV
- Energy relative to the best compared isomer or geometry (same formula, charge and spin): 15.6 kcal per mole

=====

Record 6
ORCA calculation (ωB97M-V/def2-TZVPD) on C18H15BrN3O6PtS2 as an isolated structure.

CARTESIAN COORDINATES (ANGSTROEM)
C 2.757568 2.588039 1.169820
C -4.710047 -1.988542 -0.139582
S 1.438418 -0.015851 -4.299737
C -0.065126 3.179835 4.263775
H 4.050135 3.978922 2.145376
C -1.286603 -0.468234 -0.238934
C -3.452687 -1.616000 -0.555851
C 0.519788 -2.289052 -5.377581
H -0.273912 2.227404 4.755783
C -2.637845 -0.784911 0.231007
O 3.783683 -3.238520 1.136197
H -6.165416 -1.832780 1.432530
S -0.188171 -2.384785 -3.705254
C 2.182940 3.661183 3.190312
Br 3.908573 2.188380 -0.269792
N 0.095767 -0.334997 -2.020853
C 3.262504 -2.232182 0.823121
H -3.059979 -1.969996 -1.497793
H -4.790337 -0.336997 2.822015
O -0.425030 0.058352 0.503100
C 0.433194 -0.858716 -3.209888
N -1.023162 -0.819979 -1.541618
C -3.143739 -0.307700 1.456166
H 0.275840 3.885845 5.018283
C 0.710044 2.142152 2.118524
C 3.301241 -2.085524 -1.313060
H -0.220280 1.598425 2.040440
H -0.215620 -1.806980 -6.019310
H 2.164245 -1.173669 -6.258112
C 1.802797 -1.497392 -5.283738
O 3.676845 -3.046876 -1.893844
H -5.323351 -2.631444 -0.756595
O 2.686734 -1.217157 1.163104
C -4.412441 -0.698521 1.870591
C 3.099644 3.465734 2.167479
H 2.429127 4.333190 4.003490
H -2.926793 0.792428 2.986059
H 0.695809 -3.307677 -5.720436
C -5.184501 -1.531902 1.085371
Pt 1.580836 0.312708 -0.324072
O 2.917981 -0.923209 -1.568746
H -1.002706 3.550407 3.844638
H 2.586655 -2.045693 -4.761895
O -2.410621 0.544110 2.212733
C 0.963809 2.999547 3.181012
N 1.594189 1.938626 1.135763

Forces on atoms 1 to 3 (eV/Å):
C -0.09 -0.10 -0.21
C -0.05 -0.05 -0.07
S 0.16 0.00 0.25

- Frontier orbital gap (spin up / spin down): 7.050 / 6.309 eV
- Net charge: +1
- Expectation value of S²: 6.02
- Highest occupied orbital energy (spin up / spin down): -10.4 / -11.7 eV
- 2S+1: 5

=====

Record 7
ORCA calculation (ωB97M-V/def2-TZVPD) on C18H15MnN7O2S as an isolated structure.

CARTESIAN COORDINATES (ANGSTROEM)
H 0.529004 2.726625 3.692038
H -2.053640 -2.562667 5.621826
S 1.809697 1.207002 -0.591200
N 1.080301 2.039282 1.845816
C -2.143036 -1.591781 3.704309
C -1.458616 -1.380003 2.526891
C 1.270652 2.810547 2.905823
C -2.203180 0.930761 -3.475016
H 2.452252 4.322104 3.923033
H -1.886607 0.818695 -6.841776
C -1.700978 0.580115 -5.803624
N 0.093796 -1.280374 -1.500739
H 0.972442 -2.081032 -4.487165
C 0.341358 -2.649679 3.243546
C -2.017707 -0.617926 1.400722
H -3.124419 -1.163568 3.853078
C -0.286800 -2.906248 4.457221
C -0.960074 -0.382708 -1.752798
C -1.239443 -0.022286 -3.132010
N 3.049109 2.925924 0.969978
O 2.335995 -1.869989 0.530918
N -0.231414 -1.912630 2.295969
N 0.452827 -1.592107 -3.771204
C -1.539842 -2.374093 4.688978
H -0.179277 -0.864372 -6.262057
N -1.230809 -0.433552 0.411933
H 1.323088 -3.047287 3.018796
H 3.709360 2.920192 0.201168
C -0.743810 -0.362581 -5.486799
C -2.427566 1.227935 -4.801566
H -3.171414 1.964512 -5.069966
C 1.962449 2.107706 0.846495
H -3.052709 -0.292031 1.376243
C 3.251104 3.725182 2.032068
N -1.677016 0.082038 -0.780980
C 0.726827 -1.840162 -2.508407
C 2.339990 3.698103 3.050881
H 4.137772 4.342948 2.013704
H -2.760754 1.419967 -2.689400
Mn 0.613109 -1.232016 0.475709
H 0.209921 -3.519231 5.195202
C -0.520769 -0.653392 -4.147678
H 1.526052 -2.540686 -2.298453
O 2.422772 -0.677236 1.118494

Forces on atoms 1 to 3 (eV/Å):
H 0.00 0.00 0.01
H 0.01 0.00 0.01
S -0.14 0.08 0.10

- Frontier orbital gap (spin up / spin down): 6.952 / 6.539 eV
- Net charge: +2
- Expectation value of S²: 8.83
- Highest occupied orbital energy (spin up / spin down): -14.1 / -14.1 eV
- Energy relative to the best compared isomer or geometry (same formula, charge and spin): 0.0 kcal per mole
- 2S+1: 6

=====

Record 8
ORCA calculation (ωB97M-V/def2-TZVPD) on C18H15N3O3Ti as an isolated structure at a distorted geometry.

CARTESIAN COORDINATES (ANGSTROEM)
H -0.013274 -3.367422 4.974492
H -3.001608 -1.964762 -3.622442
H 1.097952 2.577925 -5.645198
Ti 0.349382 0.174081 -0.022443
C 0.000698 0.730482 3.008818
H -0.015970 -1.254517 6.368844
C -0.012372 1.464644 4.246811
H -0.003459 3.401468 5.042984
H 0.020920 3.008633 0.729149
H 2.522689 1.545747 -5.674763
H 0.001180 -2.932103 0.679222
H -2.585201 -2.897387 -5.164021
C 1.542370 1.677718 -5.226989
H 1.273171 -0.330575 -5.978477
C 0.990791 0.952530 -3.138597
O 0.948704 0.783595 -1.845897
C -0.016027 -1.425958 4.217268
C -2.325892 -2.148876 -4.439715
C -0.011736 0.687329 5.442140
H 0.005571 4.526098 2.788108
C -1.215520 -1.466712 -4.537246
C 0.025117 2.623434 1.722875
C 0.003894 3.413976 2.855081
N 0.077862 1.289668 1.766459
O -1.053971 -0.587775 -2.249149
C -0.011290 -2.814951 4.044208
C 0.017023 -2.533273 1.675418
C 0.004352 -0.662533 2.994930
N 0.304381 0.187898 -4.018884
H -0.113830 0.740766 -6.092621
N 0.087348 -1.205312 1.750042
C 0.715529 0.461668 -5.436667
H -0.012469 1.227107 6.414878
C -0.014150 -0.684662 5.420791
H -0.007594 -4.436571 2.715199
O 1.739302 1.820497 -3.761576
H -0.549840 -1.492909 -5.405104
C -0.006038 -3.334883 2.802925
C -0.754728 -0.616088 -3.496698
C -0.003265 2.861986 4.095864

Forces on atoms 1 to 3 (eV/Å):
H 0.00 -0.62 -0.28
H -0.09 -0.20 0.29
H -0.04 0.14 0.51

- Frontier orbital gap (spin up / spin down): 7.494 / 8.180 eV
- Net charge: +2
- Expectation value of S²: 2.00
- Highest occupied orbital energy (spin up / spin down): -14.1 / -14.7 eV
- 2S+1: 3